# 1
The following is a DFT calculation (the ωB97M-V functional and the def2-TZVPD basis) of a 7-piece molecular cluster, C41H56N6O3 overall in a non-equilibrium geometry.

```
106
Properties=species:S:1:pos:R:3:forces:R:3
C -1.3393 -3.4695 -0.5345 1.5776 -0.2539 0.8632
C 0.0292 -3.1957 0.2809 -0.8028 0.1057 -1.7599
C 0.4462 -1.6706 -0.0034 0.0474 -1.7508 0.7843
C 1.0822 -4.2167 -0.3554 -0.3746 1.1895 1.2574
C 2.3702 -4.3177 0.5489 0.0246 -1.3749 -1.3010
C 3.5572 -4.8332 -0.3951 -0.2824 0.8049 1.0307
C 2.1991 -5.4216 1.6767 -0.0006 0.5107 -1.2383
O 3.3422 -5.3791 2.5408 -0.9681 0.3820 1.0746
C 3.2056 -4.3662 3.5295 -0.4200 0.3087 -1.0212
O 3.9319 -4.7933 4.6803 0.3729 1.2590 -0.1525
C 3.8046 -3.8975 5.7464 -0.4182 0.4287 1.5679
O 2.8171 -3.9377 6.4365 0.4873 -0.0076 -0.6751
C 4.9415 -2.8581 6.1147 -0.1477 -0.8873 -1.4292
C 4.4086 -1.4079 5.7838 0.2280 -0.1416 -0.8722
C 5.5058 -0.4399 5.2009 0.3482 1.2360 -0.3671
C 6.9389 -0.7456 5.1803 -0.7344 1.7733 -0.7742
C 7.8992 0.1939 4.5805 -2.3416 0.6490 -0.1335
C 7.4003 1.4462 3.9921 -1.5854 -1.5885 1.0148
C 5.9586 1.7612 4.0472 0.2743 -1.7431 0.7071
C 4.9884 0.8324 4.6426 3.1908 -0.6290 -0.1312
H -1.0801 -3.2513 -1.6095 -0.6659 -0.1378 0.9967
H -1.5297 -4.5749 -0.4265 -0.3243 1.1948 -0.1859
H -2.1762 -2.8379 -0.1475 0.5553 -0.6205 -0.5459
H -0.1115 -3.3632 1.3801 0.1378 0.0597 -0.8941
H 0.4167 -1.5406 -1.1147 0.0871 0.2173 0.9690
H -0.2922 -1.0112 0.5327 0.9016 -0.4025 -0.6793
H 1.4940 -1.5441 0.3989 -1.1328 0.3654 -0.5201
H 0.5999 -5.2329 -0.4640 0.5751 0.9866 0.0020
H 1.3079 -3.7871 -1.3773 0.0052 -0.7159 0.9762
H 2.6004 -3.2999 0.9550 -0.0902 -0.9652 -0.1056
H 3.9962 -3.9153 -0.8673 -0.2816 -1.1069 -0.0422
H 4.3507 -5.3399 0.2112 -0.6208 0.4822 -0.5425
H 3.1349 -5.5645 -1.1293 0.4767 0.7464 0.4382
H 2.2331 -6.4141 1.1402 -0.0848 0.9182 0.7218
H 1.2163 -5.3335 2.2256 1.0226 -0.0551 -0.3061
H 3.6022 -3.4019 3.0895 -0.0125 -0.7619 0.7345
H 2.1233 -4.1920 3.7828 0.8158 -0.3432 -0.0312
H 5.7962 -3.1112 5.4266 -0.6703 0.3873 0.8763
H 5.2332 -3.0118 7.1831 -0.2994 0.1589 -0.9636
H 3.8310 -0.9374 6.6277 0.8048 -0.5480 -0.6798
H 3.6516 -1.5348 4.9521 0.7034 0.2480 0.8361
H 7.3108 -1.7064 5.6178 -0.3872 1.1229 -0.4747
H 8.9878 -0.0661 4.5700 -1.2061 0.3611 -0.0406
H 8.0760 2.1780 3.4980 -0.5018 -0.7494 0.5392
H 5.5854 2.7265 3.6197 0.4842 -1.0238 0.4221
H 3.8922 1.0489 4.6719 1.1894 -0.1562 -0.0507
C -2.1687 -0.2531 -2.6886 0.0925 -0.0445 -0.0285
C -3.5329 -0.3126 -3.0711 -0.2197 0.0052 -0.0131
C -3.5680 -0.5042 -4.4272 0.0829 0.0572 -0.0469
N -2.2769 -0.5576 -4.8806 -0.0130 -0.0196 0.0604
C -1.4185 -0.4100 -3.8267 0.1041 -0.1476 0.0114
H -1.7827 -0.1127 -1.6903 0.0253 -0.0450 -0.0560
H -4.3926 -0.2258 -2.4240 0.0107 -0.0371 -0.0633
H -4.3963 -0.6056 -5.1077 0.0281 -0.0187 0.1036
H -2.0023 -0.6856 -5.8392 0.0029 0.0091 0.1042
H -0.3507 -0.4277 -3.9772 -0.0525 0.0081 0.0289
C -9.0417 -0.7655 -5.7024 0.0410 0.1072 -0.1005
C -8.4431 -1.7689 -4.8949 0.1311 -0.0535 0.0374
C -7.1104 -1.8051 -5.2090 0.0816 -0.1424 0.1115
N -6.8794 -0.8648 -6.1799 -0.0159 0.0994 0.0976
C -8.0534 -0.2239 -6.4806 -0.0987 0.0757 -0.1494
H -10.0800 -0.4737 -5.7096 0.0671 0.0000 -0.0006
H -8.9354 -2.3926 -4.1656 0.0435 0.0364 -0.0350
H -6.3072 -2.4166 -4.8291 -0.0655 0.0143 0.0018
H -5.9885 -0.6747 -6.6043 -0.1468 -0.1384 -0.1181
H -8.0814 0.5588 -7.2217 -0.0337 -0.0313 0.0546
C 7.7238 5.5363 4.6912 -0.0324 -0.1481 -0.0082
C 8.4307 6.6258 5.2634 0.0928 0.0925 0.0834
C 8.9100 6.2084 6.4781 0.0140 0.0255 0.0721
N 8.5160 4.9101 6.6633 0.0221 0.0845 -0.1034
C 7.7974 4.4915 5.5767 -0.0501 -0.0445 0.0852
H 7.2194 5.5203 3.7373 0.0255 0.0007 0.0496
H 8.5720 7.6047 4.8326 -0.0003 -0.0543 0.0320
H 9.4944 6.7211 7.2251 -0.0389 -0.0002 -0.0605
H 8.7233 4.3506 7.4720 -0.0217 0.0467 -0.0933
H 7.4009 3.4913 5.5291 0.0032 0.0904 0.0303
C -6.0332 4.4936 -5.1092 0.0707 0.0275 -0.1491
C -6.5583 4.0339 -3.8747 -0.0264 -0.0926 0.1150
C -6.5339 2.6629 -3.9056 -0.0276 -0.1219 0.0443
N -6.0187 2.2768 -5.1123 0.0784 0.1462 0.0090
C -5.7060 3.3872 -5.8500 -0.0085 -0.0569 -0.0599
H -5.9081 5.5193 -5.4188 0.0046 -0.0605 0.0156
H -6.9136 4.6398 -3.0557 0.0166 -0.0369 -0.0435
H -6.8390 1.9298 -3.1756 -0.0297 0.0300 -0.0631
H -5.8892 1.3247 -5.4107 -0.1051 0.1503 0.1670
H -5.2801 3.2938 -6.8365 -0.0210 0.0465 0.0482
C -0.9675 4.0273 -4.8303 0.0090 -0.1291 0.0061
C -0.2996 5.1446 -4.2651 0.0871 0.0870 0.0753
C 0.1876 4.7544 -3.0446 0.0190 0.0425 0.0781
N -0.1644 3.4454 -2.8491 0.0194 0.0347 -0.0902
C -0.8642 2.9934 -3.9353 -0.0850 -0.0741 -0.0732
H -1.4666 3.9860 -5.7858 0.0058 0.0012 0.0641
H -0.1885 6.1237 -4.7042 -0.0018 -0.0505 0.0371
H 0.7514 5.2929 -2.2997 -0.0428 -0.0013 -0.0568
H 0.0574 2.9005 -2.0343 -0.0268 0.0499 -0.0900
H -1.2278 1.9780 -3.9749 -0.0194 0.2091 0.0180
C -7.1351 0.8157 0.6469 -0.0019 0.0995 -0.0922
C -6.5381 -0.1877 1.4529 0.0976 -0.0937 0.0664
C -5.2040 -0.2236 1.1389 0.0633 -0.0553 -0.0082
N -4.9732 0.7168 0.1707 -0.0348 -0.0119 0.0594
C -6.1445 1.3580 -0.1307 -0.0144 0.0506 -0.1086
H -8.1735 1.1078 0.6389 0.0618 -0.0070 -0.0043
H -7.0311 -0.8123 2.1813 0.0369 0.0338 -0.0380
H -4.4013 -0.8355 1.5183 -0.0667 0.0146 -0.0058
H -4.0814 0.9076 -0.2528 -0.0974 0.0316 0.0404
H -6.1707 2.1414 -0.8715 0.0037 -0.0245 0.0569
```
Positions in Å, forces in eV/Å.

The value obtained for the HOMO-LUMO gap is 8.41 eV. The SMILES is CC(C)C[C@H](C)COCOC(=O)CCc1ccccc1.c1cc[nH]c1.c1cc[nH]c1.c1cc[nH]c1.c1cc[nH]c1.c1cc[nH]c1.c1cc[nH]c1. Its total energy is -2149.9835 a.u. The spin multiplicity is 1. As for the LUMO energy: 0.0088 Eh.

---

# 2
The following is a DFT calculation (the ωB97M-V functional and the def2-TZVPD basis) of C50H48BrN6OS3SeSiTl as an isolated structure.

```
112
Properties=species:S:1:pos:R:3:forces:R:3
Tl 0.8217 -0.5377 1.3035 0.2620 -0.4571 0.6771
S 2.4842 -0.5798 3.2895 0.1272 -0.1245 -0.0592
C 1.7508 0.6487 4.3123 0.0000 0.0229 -0.0777
C 2.5044 1.1415 5.3845 0.0215 -0.0545 -0.0090
C 2.0141 2.1087 6.2388 -0.0368 0.0282 0.0107
C 0.7424 2.6297 6.0271 0.0559 0.0031 0.0398
C -0.0091 2.1702 4.9643 -0.0705 -0.0085 -0.0252
C 0.4660 1.1756 4.1032 0.0257 0.0290 0.0166
S -0.6458 0.6567 2.8349 -0.2705 0.3845 -0.0124
H 3.4984 0.7392 5.5333 0.0082 -0.0038 0.0076
H 2.6238 2.4613 7.0606 0.0064 0.0068 0.0146
H 0.3428 3.3937 6.6809 -0.0070 0.0167 0.0137
H -0.9978 2.5762 4.7871 -0.0007 0.0087 -0.0137
N 1.7942 4.2538 -0.4669 -0.0514 0.0788 -0.1095
C 0.8300 5.2175 -0.1132 0.0202 -0.0852 0.0052
C 1.1643 6.5602 -0.1142 0.0099 0.0741 0.0204
C 0.2154 7.5207 0.2116 -0.0381 -0.0423 -0.0069
C -1.0683 7.1313 0.5535 0.0561 0.0016 -0.0096
C -1.3935 5.7808 0.5739 -0.0134 -0.0022 0.0196
C -0.4561 4.8201 0.2300 -0.0627 0.1551 0.0573
S -0.9144 3.1196 0.2302 0.1211 -0.2101 -0.0201
N 0.5760 2.3094 0.1279 -0.1132 0.1231 0.0904
C 1.6461 2.9050 -0.2082 0.1912 -0.1104 0.0825
C 2.8899 2.0895 -0.4180 -0.1331 -0.0435 0.0214
C 3.9304 2.5773 -1.1986 0.0253 -0.0595 -0.0440
C 5.0584 1.7912 -1.3830 0.0307 -0.0118 -0.0092
C 5.1151 0.5582 -0.7681 -0.0243 -0.0065 0.0185
C 4.0252 0.1535 -0.0085 -0.0198 -0.0091 0.0874
N 2.9313 0.8827 0.1531 -0.1309 0.3187 -0.0877
H 2.7396 4.5945 -0.4887 0.0175 -0.0108 0.0499
H 2.1733 6.8594 -0.3742 0.0121 -0.0104 -0.0133
H 0.4853 8.5672 0.1977 0.0133 0.0229 0.0089
H -1.8124 7.8698 0.8161 -0.0268 0.0135 -0.0005
H -2.3904 5.4682 0.8595 -0.0148 -0.0161 0.0156
H 3.8645 3.5319 -1.7007 -0.0325 0.0103 -0.0041
H 5.8733 2.1472 -1.9996 0.0040 -0.0100 -0.0007
H 5.9687 -0.0968 -0.8659 0.0270 -0.0005 -0.0151
H 4.0398 -0.7966 0.5023 -0.0039 -0.0752 0.0260
C -4.8302 -0.3940 -2.8669 0.0116 0.0372 0.0076
N -5.0816 0.1494 -1.5467 0.0107 -0.0771 0.0118
C -6.2807 0.6470 -1.0811 -0.0669 0.0456 0.0326
C -6.0833 1.0185 0.2005 -0.0206 0.0443 -0.0524
N -4.7657 0.7509 0.5030 0.0759 -0.1370 -0.0285
C -4.1184 0.9628 1.7860 -0.0605 0.0403 0.0036
C -4.1509 0.1994 -0.5674 0.1513 0.0366 0.0306
Se -2.4046 -0.3727 -0.6960 0.0066 -0.0581 0.0381
H -5.7512 -0.3332 -3.4411 -0.0002 -0.0058 -0.0244
H -4.5052 -1.4299 -2.7822 -0.0001 0.0059 -0.0145
H -4.0410 0.1746 -3.3578 -0.0029 -0.0169 -0.0074
H -7.1563 0.6961 -1.7006 -0.0370 0.0003 -0.0122
H -6.7522 1.4561 0.9179 -0.0305 0.0022 0.0105
H -4.7965 1.5339 2.4173 0.0292 -0.0258 0.0160
H -3.1895 1.5059 1.6431 0.0918 0.0506 0.0064
H -3.8915 0.0074 2.2545 0.0136 0.0199 0.0148
C -1.3129 0.7571 -7.9228 -0.0069 -0.0137 -0.0094
C -0.9525 0.6994 -6.4644 -0.0102 0.0216 -0.0426
C -0.8907 1.8575 -5.7020 0.0041 -0.0387 0.0838
C -0.5363 1.8230 -4.3582 -0.0364 -0.0306 -0.0982
C -0.5064 3.1167 -3.5811 -0.0038 0.0145 -0.0146
C -0.2146 0.5861 -3.7781 0.0781 0.0972 0.1079
C 0.2039 0.5961 -2.3624 0.0202 -0.0816 0.0754
O 0.8590 -0.2609 -1.7996 -0.0731 0.0098 -0.2375
C -0.2942 -0.6000 -4.5233 -0.0062 0.0322 0.0023
C -0.0346 -1.9429 -3.9070 0.0057 -0.0729 -0.0302
C -0.6670 -0.5176 -5.8563 -0.0175 -0.0147 0.0055
H -1.7309 1.7266 -8.1884 -0.0102 0.0162 -0.0087
H -2.0402 -0.0133 -8.1808 -0.0048 -0.0080 0.0032
H -0.4309 0.5917 -8.5445 0.0101 -0.0002 -0.0005
H -1.1317 2.8100 -6.1594 -0.0003 0.0237 -0.0208
H -0.8391 3.9362 -4.2167 0.0098 0.0136 -0.0004
H 0.4966 3.3597 -3.2241 0.0264 -0.0120 0.0107
H -1.1559 3.0828 -2.7045 -0.0155 -0.0040 -0.0159
H -0.1004 1.4834 -1.7964 -0.0266 -0.0641 -0.0905
H 1.0248 -2.0814 -3.6921 0.0088 0.0082 -0.0083
H -0.3659 -2.7324 -4.5818 0.0218 -0.0099 0.0004
H -0.5571 -2.0459 -2.9565 -0.0254 0.0053 0.0100
H -0.7419 -1.4308 -6.4357 -0.0032 -0.0252 -0.0233
Br -5.0718 -2.4518 3.3338 -0.0368 -0.0384 0.0048
C -3.2502 -2.6363 3.8220 0.0579 -0.0041 0.0617
C -2.8937 -2.9009 5.1331 -0.0102 0.0159 -0.0725
C -1.5438 -3.0128 5.4179 0.0245 -0.0130 0.0081
C -0.6246 -2.8565 4.3892 -0.0082 0.1068 0.0736
N -0.9788 -2.6040 3.1367 -0.0533 0.0502 0.0056
C -2.2703 -2.4936 2.8548 -0.0853 -0.0466 -0.0818
H -3.6459 -3.0100 5.9018 -0.0142 -0.0038 0.0113
H -1.2059 -3.2132 6.4250 0.0035 0.0116 0.0147
H 0.4410 -2.9010 4.5833 0.0259 -0.0319 -0.0075
H -2.5368 -2.2716 1.8256 0.0139 0.0088 -0.0195
C -0.3500 -6.6470 2.5882 0.0092 -0.0009 0.0302
C -1.0374 -6.1740 1.4827 -0.0073 0.0300 -0.0214
C -0.5982 -5.0283 0.8314 -0.0350 0.0056 0.0475
C 0.5280 -4.3342 1.2734 -0.0505 -0.0276 0.0678
C 1.2090 -4.8283 2.3879 0.0056 0.0427 -0.0146
C 0.7768 -5.9708 3.0392 -0.0199 -0.0193 0.0158
Si 1.0782 -2.8530 0.2796 -0.0794 0.1170 -0.6267
C 2.8773 -3.1166 -0.1781 0.0586 0.0115 0.0948
C 3.8599 -3.2272 0.8123 0.0008 0.0363 -0.0149
C 5.1868 -3.4576 0.4846 0.0110 0.0249 0.0034
C 5.5619 -3.5733 -0.8479 0.0180 0.0003 0.0079
C 4.6036 -3.4634 -1.8437 -0.0098 0.0071 0.0088
C 3.2738 -3.2430 -1.5079 0.0199 0.0381 -0.0442
H -0.6883 -7.5392 3.0989 -0.0062 -0.0180 0.0089
H -1.9150 -6.6959 1.1232 -0.0169 -0.0017 0.0015
H -1.1526 -4.6630 -0.0251 0.0045 0.0044 -0.0434
H 2.0758 -4.3068 2.7739 0.0135 0.0072 -0.0008
H 1.3156 -6.3332 3.9056 0.0059 -0.0055 0.0078
H 0.2596 -2.8690 -0.9544 0.0793 -0.0805 0.0109
H 3.5995 -3.0947 1.8564 -0.0113 -0.0027 0.0171
H 5.9287 -3.5371 1.2690 0.0118 0.0006 0.0039
H 6.5981 -3.7497 -1.1066 0.0152 -0.0083 -0.0069
H 4.8894 -3.5532 -2.8836 0.0047 -0.0028 -0.0283
H 2.5362 -3.1628 -2.2962 -0.0407 0.0118 -0.0197
```
Positions in Å, forces in eV/Å.

The value obtained for the HOMO-LUMO gap is 6.72 eV. Its total energy is -8969.9406 a.u. The spin multiplicity is 1. As for the LUMO energy: 0.0050 Eh.